Record 1
A structure of composition C28H28BrN7O5RuS2 at a distorted geometry. Source: the Open Molecules 2025 dataset; level of theory: ωB97M-V/def2-TZVPD.

2S+1: 2
Total charge: +1
Orbital gap (spin up / spin down): 0.2121 / 0.2273 Ha
Highest occupied orbital energy (spin up / spin down): -10.332 / -10.714 eV
Calculated total energy: -5308.20151 a.u.
Energy relative to the best compared isomer or geometry (same formula, charge and spin): 38.78 kcal/mol

Cartesian coordinates (Å):
Ru  -0.3484  0.5340  1.0511
Br  6.8100  -4.6831  -4.7840
C  5.6744  -4.8798  -3.2802
C  4.6753  -5.8522  -3.2933
C  3.8360  -5.9807  -2.2178
C  3.9821  -5.1438  -1.0847
C  5.0313  -4.1851  -1.0803
C  5.8491  -4.0520  -2.1719
N  3.0817  -5.2335  -0.1195
N  2.9935  -4.7307  1.0301
C  2.0970  -3.8765  1.4917
C  2.1689  -3.4669  2.8426
C  1.4365  -2.4092  3.3285
C  0.6291  -1.6297  2.4727
O  0.0312  -0.5331  2.8327
C  0.4741  -2.0904  1.1301
N  -0.2849  -1.3140  0.3167
C  -0.5293  -1.6907  -0.9253
C  -0.0632  -2.8963  -1.4349
C  0.7762  -3.6724  -0.6517
C  1.1040  -3.2588  0.6389
H  4.5609  -6.4854  -4.1587
H  3.0522  -6.7222  -2.2147
H  5.1590  -3.5634  -0.2074
H  6.6221  -3.2996  -2.1907
H  2.8578  -3.9867  3.4895
H  1.5232  -2.1043  4.3586
H  -1.1064  -0.9956  -1.5280
H  -0.3328  -3.1897  -2.4353
H  1.1781  -4.5944  -1.0428
C  -3.8237  5.4659  -2.4005
C  -2.3273  5.6899  -2.6148
N  -1.5126  4.8792  -1.7204
C  -0.9978  3.6338  -2.2428
C  -2.0658  2.5427  -2.3757
C  -1.2245  5.3952  -0.5055
O  -1.5907  6.4985  -0.1474
C  -0.4312  4.5451  0.4569
C  0.6374  5.0876  1.1701
C  1.2693  4.3043  2.1230
C  0.8728  2.9866  2.2958
N  -0.1508  2.4678  1.6179
C  -0.8141  3.2488  0.7602
H  -4.3861  6.1584  -3.0224
H  -4.0758  5.6510  -1.3587
H  -4.1110  4.4505  -2.6625
H  -2.0938  6.7393  -2.4124
H  -2.0434  5.4510  -3.6418
H  -0.1905  3.2780  -1.6036
H  -0.5643  3.8344  -3.2267
H  -2.7980  2.6027  -1.5733
H  -1.5806  1.5710  -2.3288
H  -2.5921  2.6200  -3.3223
H  0.9505  6.1021  0.9794
H  2.0623  4.7088  2.7310
H  1.3767  2.3280  2.9946
H  -1.6925  2.8075  0.3023
S  -2.9213  0.5762  0.7472
C  -3.4439  -0.4204  1.9861
N  -4.4622  -0.0859  2.7685
C  -4.9411  -1.0432  3.7401
C  -3.9323  -2.1919  3.7895
S  -2.8443  -2.0138  2.3225
H  -4.9695  0.7728  2.6047
H  -5.9321  -1.4029  3.4434
H  -5.0306  -0.5586  4.7182
H  -4.4062  -3.1704  3.7503
H  -3.2887  -2.1351  4.6647
O  0.6588  1.1379  -0.9397
N  1.8158  0.6464  -0.7577
O  2.5896  0.5674  -1.6638
O  2.0674  0.2597  0.3922



Record 2
A structure of composition C28H28CuN8O6S at a distorted geometry. Source: the Open Molecules 2025 dataset; level of theory: ωB97M-V/def2-TZVPD.

2S+1: 2
Total charge: 0
Orbital gap (spin up / spin down): 0.2557 / 0.2545 Ha
Highest occupied orbital energy (spin up / spin down): -8.172 / -8.136 eV
Calculated total energy: -4011.87165 a.u.
Energy relative to the best compared isomer or geometry (same formula, charge and spin): 0.00 kcal/mol

Cartesian coordinates (Å):
Cu  0.5218  -1.0779  -1.3598
C  4.5729  -2.4751  -0.9595
C  5.3960  -1.3879  -1.2994
C  4.7963  -0.1878  -1.6840
C  3.3620  -0.0788  -1.7613
N  2.6015  -1.1832  -1.4523
C  3.2045  -2.2938  -0.9605
N  2.8973  1.0625  -2.2647
C  1.6705  1.4880  -2.2441
N  0.5590  0.7950  -1.8589
C  -0.5371  1.6723  -1.8774
N  -1.7680  1.4339  -1.4985
C  -2.3238  0.2016  -1.4726
C  -3.7227  0.0958  -1.1704
C  -4.4017  -0.9901  -1.6909
C  -3.6303  -2.0950  -2.1906
C  -2.2411  -2.0093  -2.1371
N  -1.5875  -0.9034  -1.7719
C  -0.1111  2.9987  -2.3356
C  -0.7200  4.2058  -2.4170
C  0.0864  5.3411  -2.7147
C  1.4415  5.2021  -2.9991
C  2.0644  3.9430  -2.8567
C  1.2895  2.8811  -2.5056
H  4.9905  -3.4905  -0.8144
H  6.4540  -1.4905  -1.1675
H  5.4780  0.6061  -1.9927
H  2.5185  -3.1029  -0.6050
H  -4.1714  0.9202  -0.6370
H  -5.4759  -1.0652  -1.7592
H  -4.0571  -2.9665  -2.6452
H  -1.6131  -2.8205  -2.4646
H  -1.7862  4.2678  -2.2389
H  -0.3952  6.3251  -2.7919
H  2.0014  6.0572  -3.3439
H  3.1368  3.7787  -2.9761
C  -2.3896  3.7506  2.2993
C  -2.4872  2.2687  2.5930
S  -1.7067  1.7745  4.2261
O  -2.5446  2.4215  5.2018
O  -0.2828  1.9746  4.2114
C  -1.9798  -0.0606  4.3482
C  -0.7591  -0.9518  4.2967
N  -0.0151  -0.9451  3.0030
C  -0.3692  -1.3531  1.7383
N  0.3951  -0.8060  0.7959
C  1.3680  -0.0916  1.4119
C  1.1989  -0.2172  2.7923
N  2.1562  -0.1255  3.7355
O  1.9857  -0.2881  4.9575
O  3.2779  0.1106  3.2197
C  -1.3238  -2.4564  1.4719
H  -2.7985  3.9644  1.2979
H  -1.3092  3.9995  2.2191
H  -2.8946  4.3616  3.0633
H  -1.9498  1.7251  1.7865
H  -3.4824  1.8450  2.7185
H  -2.6865  -0.3222  3.4945
H  -2.5891  -0.1182  5.2918
H  -1.0589  -2.0034  4.4236
H  0.0057  -0.7267  5.0375
H  2.1679  0.3597  0.8641
H  -1.5750  -2.9655  2.4352
H  -0.8431  -3.2288  0.7865
H  -2.2262  -2.0976  1.0011
C  0.6641  -5.2053  -2.7397
C  0.5410  -4.2088  -1.6244
O  0.5715  -4.7190  -0.4795
O  0.4033  -2.9399  -1.9007
H  1.4792  -5.9114  -2.5207
H  0.8064  -4.7035  -3.7299
H  -0.2506  -5.7675  -2.8081



Record 3
A structure of composition C28H28EuN2Si at a distorted geometry. Source: the Open Molecules 2025 dataset; level of theory: ωB97M-V/def2-TZVPD.

2S+1: 8
Total charge: 0
Orbital gap (spin up / spin down): 0.1831 / 0.2158 Ha
Highest occupied orbital energy (spin up / spin down): -5.710 / -6.597 eV
Calculated total energy: -2192.90445 a.u.
Energy relative to the best compared isomer or geometry (same formula, charge and spin): 67.54 kcal/mol

Cartesian coordinates (Å):
C  0.5498  1.8126  1.1343
C  -0.3449  2.3908  0.1824
C  -1.5474  2.7355  0.8708
H  -0.1462  2.6101  -0.8714
C  -1.3482  2.3387  2.2551
C  -0.0640  1.7182  2.3976
H  0.3734  1.3491  3.3388
H  1.5877  1.6010  0.9257
H  -2.4317  3.2863  0.4548
H  -2.0549  2.5540  3.0632
Eu  -1.7192  0.0041  0.9006
C  -1.8635  -1.6556  -0.5080
H  -1.8705  -2.2844  0.4438
H  -1.2439  -2.2955  -1.2790
H  -2.8560  -1.4435  -0.8989
Si  0.2990  -0.7525  -2.2929
C  1.8542  -0.2312  -3.2997
C  2.6238  0.9017  -2.9876
H  2.1569  1.7180  -2.4242
C  3.9639  0.9642  -3.4106
H  4.5694  1.8391  -3.1408
C  4.5717  -0.0647  -4.1610
H  5.6387  -0.0124  -4.4617
C  3.7529  -1.1362  -4.5548
H  4.2225  -1.9501  -5.1394
C  2.3986  -1.1879  -4.1869
H  1.7831  -2.0009  -4.5759
C  -1.0119  0.5999  -2.9419
C  -0.4564  1.4579  -3.9237
H  0.4249  1.1489  -4.5001
C  -0.9774  2.7649  -4.1518
H  -0.4959  3.3843  -4.9122
C  -2.0835  3.2455  -3.4448
H  -2.4373  4.2625  -3.5777
C  -2.6778  2.3598  -2.5126
H  -3.5604  2.6981  -1.9783
C  -2.1573  1.0842  -2.2213
H  -2.6477  0.5508  -1.4312
H  0.4387  -0.0051  -0.9692
H  1.2192  -1.9527  -2.1804
C  -3.1213  -0.3128  5.1278
C  -2.1947  -1.0875  5.8260
C  -1.1451  -1.7141  5.1378
C  -1.0782  -1.5842  3.7436
N  -2.0805  -0.9631  3.0633
C  -3.0069  -0.2429  3.7410
C  0.1042  -2.0520  2.9639
C  1.0052  -2.9803  3.5019
C  2.1916  -3.2623  2.8820
C  2.4962  -2.6105  1.6711
C  1.5160  -1.7510  1.1365
N  0.3506  -1.4903  1.7339
H  -3.9276  0.2237  5.6404
H  -2.2447  -1.2023  6.9028
H  -0.3746  -2.2949  5.6530
H  -3.6655  0.3746  3.1312
H  0.7171  -3.4475  4.4502
H  2.8785  -3.9880  3.3176
H  3.4238  -2.7799  1.1620
H  1.7235  -1.2421  0.1851



Record 4
A cluster of 2 separate species, C28H28IN4O2 in total at a distorted geometry. Source: the Open Molecules 2025 dataset; level of theory: ωB97M-V/def2-TZVPD.

Total charge: +1
Orbital gap: 0.3186 Ha
Highest occupied orbital energy: -11.550 eV
Calculated total energy: -1750.77750 a.u.

Cartesian coordinates (Å):
C  0.7181  0.3787  1.7470
C  -0.4868  0.6887  0.9379
N  -1.0919  1.8610  1.0867
C  -2.1144  1.8207  0.1920
N  -2.9394  2.8545  0.0653
C  -2.8041  4.0610  0.8971
C  -4.0124  4.9747  0.5835
C  -4.5318  5.5893  1.8891
I  -6.1467  6.9243  1.3985
N  -2.1473  0.6542  -0.4722
C  -3.1075  0.2364  -1.4724
C  -3.9762  -0.9296  -0.9085
C  -4.8394  -0.3463  0.1836
C  -4.3674  -0.3172  1.4720
C  -5.1384  0.2149  2.4661
C  -6.3702  0.7296  2.1866
C  -6.8661  0.6948  0.9137
C  -6.0841  0.1498  -0.0655
N  -1.0911  -0.0545  0.0278
H  1.5190  1.0332  1.3964
H  0.5421  0.6438  2.7853
H  1.0603  -0.6500  1.6459
H  -3.6814  2.8017  -0.6116
H  -2.8697  3.7260  1.9317
H  -1.8731  4.5818  0.6873
H  -3.7501  5.7219  -0.1642
H  -4.8350  4.3846  0.1694
H  -3.7354  6.1547  2.3673
H  -4.8810  4.7874  2.5337
H  -3.8095  1.0411  -1.6716
H  -2.6430  -0.0160  -2.4272
H  -3.2982  -1.6638  -0.4714
H  -4.5709  -1.3365  -1.7236
H  -3.3849  -0.7106  1.7150
H  -4.7851  0.2369  3.4888
H  -6.9491  1.1672  2.9890
H  -7.8514  1.0980  0.7294
H  -6.4791  0.1079  -1.0777
H  -0.8408  -0.9862  -0.2654
C  1.9818  -1.6682  -1.0064
C  1.8884  -3.0572  -1.0425
C  3.0384  -3.8266  -1.0655
C  4.2841  -3.2106  -1.0640
C  4.3746  -1.8194  -1.0510
C  3.2196  -1.0503  -1.0118
C  5.7018  -1.1383  -1.0963
O  5.7694  0.0727  -1.0791
C  6.9244  -1.9792  -1.1700
C  8.1668  -1.3658  -1.2689
C  9.3156  -2.1369  -1.3253
C  9.2295  -3.5246  -1.2742
C  7.9937  -4.1425  -1.1807
C  6.8371  -3.3749  -1.1374
C  5.5164  -4.0543  -1.0710
O  5.4312  -5.2622  -1.0282
H  1.0850  -1.0639  -0.9833
H  0.9183  -3.5396  -1.0512
H  2.9719  -4.9059  -1.0885
H  3.2935  0.0293  -0.9899
H  8.2342  -0.2871  -1.3053
H  10.2821  -1.6577  -1.4074
H  10.1294  -4.1241  -1.3116
H  7.9260  -5.2212  -1.1455



- Number 4 is which compound?
  C28H28IN4O2



- total charge of number 1 (C28H28BrN7O5RuS2)?
  +1



- Which of these has the highest calculated total energy?
  C28H28IN4O2



Please write out number 3 again, unchanged.
A structure of composition C28H28EuN2Si at a distorted geometry. Source: the Open Molecules 2025 dataset; level of theory: ωB97M-V/def2-TZVPD.

2S+1: 8
Total charge: 0
Orbital gap (spin up / spin down): 0.1831 / 0.2158 Ha
Highest occupied orbital energy (spin up / spin down): -5.710 / -6.597 eV
Calculated total energy: -2192.90445 a.u.
Energy relative to the best compared isomer or geometry (same formula, charge and spin): 67.54 kcal/mol

Cartesian coordinates (Å):
C  0.5498  1.8126  1.1343
C  -0.3449  2.3908  0.1824
C  -1.5474  2.7355  0.8708
H  -0.1462  2.6101  -0.8714
C  -1.3482  2.3387  2.2551
C  -0.0640  1.7182  2.3976
H  0.3734  1.3491  3.3388
H  1.5877  1.6010  0.9257
H  -2.4317  3.2863  0.4548
H  -2.0549  2.5540  3.0632
Eu  -1.7192  0.0041  0.9006
C  -1.8635  -1.6556  -0.5080
H  -1.8705  -2.2844  0.4438
H  -1.2439  -2.2955  -1.2790
H  -2.8560  -1.4435  -0.8989
Si  0.2990  -0.7525  -2.2929
C  1.8542  -0.2312  -3.2997
C  2.6238  0.9017  -2.9876
H  2.1569  1.7180  -2.4242
C  3.9639  0.9642  -3.4106
H  4.5694  1.8391  -3.1408
C  4.5717  -0.0647  -4.1610
H  5.6387  -0.0124  -4.4617
C  3.7529  -1.1362  -4.5548
H  4.2225  -1.9501  -5.1394
C  2.3986  -1.1879  -4.1869
H  1.7831  -2.0009  -4.5759
C  -1.0119  0.5999  -2.9419
C  -0.4564  1.4579  -3.9237
H  0.4249  1.1489  -4.5001
C  -0.9774  2.7649  -4.1518
H  -0.4959  3.3843  -4.9122
C  -2.0835  3.2455  -3.4448
H  -2.4373  4.2625  -3.5777
C  -2.6778  2.3598  -2.5126
H  -3.5604  2.6981  -1.9783
C  -2.1573  1.0842  -2.2213
H  -2.6477  0.5508  -1.4312
H  0.4387  -0.0051  -0.9692
H  1.2192  -1.9527  -2.1804
C  -3.1213  -0.3128  5.1278
C  -2.1947  -1.0875  5.8260
C  -1.1451  -1.7141  5.1378
C  -1.0782  -1.5842  3.7436
N  -2.0805  -0.9631  3.0633
C  -3.0069  -0.2429  3.7410
C  0.1042  -2.0520  2.9639
C  1.0052  -2.9803  3.5019
C  2.1916  -3.2623  2.8820
C  2.4962  -2.6105  1.6711
C  1.5160  -1.7510  1.1365
N  0.3506  -1.4903  1.7339
H  -3.9276  0.2237  5.6404
H  -2.2447  -1.2023  6.9028
H  -0.3746  -2.2949  5.6530
H  -3.6655  0.3746  3.1312
H  0.7171  -3.4475  4.4502
H  2.8785  -3.9880  3.3176
H  3.4238  -2.7799  1.1620
H  1.7235  -1.2421  0.1851